[1]
# H8O4

4 unconnected molecules or ions with the total composition H8O4 (ωB97M-V/def2-TZVPD, the OMol25 dataset).

Output
Structure (SMILES): O.O.O.O
Total charge: 0
Orbital gap (eV): 10.8
LUMO energy (eV): 0.6

Cartesian coordinates (Å):
O (0.62850, 1.04808, -2.52367)
H (0.71650, 0.70808, -1.55867)
H (0.35350, 2.04008, -2.29267)
O (-1.16350, 1.16608, 2.44533)
H (-2.11650, 1.20008, 2.17833)
H (-1.04050, 2.00508, 2.55733)
O (-0.02950, 0.10108, -0.02267)
H (0.26850, -0.79092, 0.19233)
H (-0.56950, 0.44508, 0.63433)
O (0.96750, -2.57592, -0.19467)
H (0.28550, -2.98992, -0.59067)
H (1.69950, -2.35692, -0.82467)

Atom charges from the Mulliken analysis, given in e for atoms 1 to 6: atom 1 (O): -0.659, atom 2 (H): 0.374, atom 3 (H): 0.304, atom 4 (O): -0.634, atom 5 (H): 0.335, atom 6 (H): 0.275

=====

[2]
# H8O4

4 unconnected molecules or ions with the total composition H8O4 (ωB97M-V/def2-TZVPD, the OMol25 dataset).

Output
Structure (SMILES): O.O.O.O
Total charge: 0
Orbital gap (eV): 10.8
LUMO energy (eV): 0.0

Cartesian coordinates (Å):
O (0.05152, 3.04358, 1.91443)
H (0.13727, 2.28571, 1.20436)
H (0.74276, 3.70624, 1.83148)
O (-0.45669, -2.32290, 0.84557)
H (-0.11044, -3.18088, 1.18524)
H (0.07213, -2.17022, 0.01419)
O (-0.48121, -0.86417, -2.58922)
H (-0.23334, 0.06261, -2.61333)
H (0.32010, -1.29857, -2.25519)
O (-0.30004, 0.50416, 0.18118)
H (-0.01011, -0.24743, 0.82616)
H (0.26804, 0.48187, -0.54486)

Atom charges from the Mulliken analysis, given in e for atoms 1 to 6: atom 1 (O): -0.647, atom 2 (H): 0.371, atom 3 (H): 0.307, atom 4 (O): -0.645, atom 5 (H): 0.327, atom 6 (H): 0.296

=====

[3]
# H8O4

4 unconnected molecules or ions with the total composition H8O4 (ωB97M-V/def2-TZVPD, the OMol25 dataset).

Output
Structure (SMILES): O.O.O.O
Total charge: 0
Orbital gap (eV): 11.3
LUMO energy (eV): 0.2

Cartesian coordinates (Å):
O (10.51200, 19.13900, -22.16600)
H (10.78200, 20.03400, -22.10100)
H (10.75100, 18.85100, -21.27500)
O (11.58200, 21.74400, -21.43300)
H (11.72400, 22.21800, -20.63000)
H (12.29800, 21.95800, -21.93800)
O (12.18600, 22.76600, -18.99400)
H (11.36200, 23.12600, -18.70700)
H (12.26100, 21.88900, -18.62500)
O (9.10200, 23.01400, -21.06900)
H (9.00400, 22.37300, -20.33100)
H (9.77800, 22.58600, -21.57900)

Atom charges from the Mulliken analysis, given in e for atoms 1 to 6: atom 1 (O): -0.634, atom 2 (H): 0.373, atom 3 (H): 0.293, atom 4 (O): -0.678, atom 5 (H): 0.385, atom 6 (H): 0.281

=====

[4]
# H8O4

4 unconnected molecules or ions with the total composition H8O4 (ωB97M-V/def2-TZVPD, the OMol25 dataset).

Output
Structure (SMILES): O.O.O.O
Total charge: 0
Orbital gap (eV): 11.2
LUMO energy (eV): 0.2

Cartesian coordinates (Å):
O (-0.99591, -2.10082, 2.51658)
H (-1.12623, -1.42194, 1.84794)
H (-0.05533, -2.29688, 2.48409)
O (1.17116, 1.10611, 1.78245)
H (0.80825, 0.45655, 1.16815)
H (0.51993, 1.81178, 1.80456)
O (-0.15263, -0.54227, -0.21292)
H (-0.04135, -0.13624, -1.07997)
H (-0.51563, -1.41513, -0.39211)
O (-0.09849, 1.69432, -3.04391)
H (-0.33910, 1.40108, -3.92769)
H (0.82532, 1.44345, -2.94717)

Atom charges from the Mulliken analysis, given in e for atoms 1 to 6: atom 1 (O): -0.632, atom 2 (H): 0.326, atom 3 (H): 0.321, atom 4 (O): -0.634, atom 5 (H): 0.358, atom 6 (H): 0.309

=====

[5]
# H8O4

4 unconnected molecules or ions with the total composition H8O4 (ωB97M-V/def2-TZVPD, the OMol25 dataset).

Output
Structure (SMILES): O.O.O.O
Total charge: 0
Orbital gap (eV): 11.7
LUMO energy (eV): 0.2

Cartesian coordinates (Å):
O (-0.25347, -0.44732, 1.87691)
H (0.61269, -0.28544, 2.02071)
H (-0.71247, 0.06287, 2.55482)
O (-3.45926, -0.15236, -0.55305)
H (-3.34125, -0.95532, -0.90533)
H (-3.07454, 0.52697, -1.14864)
O (1.35348, 2.65914, -0.26609)
H (2.18608, 2.18801, -0.40680)
H (0.70830, 2.13914, -0.80736)
O (1.91076, -2.22196, -0.61428)
H (1.59379, -1.34607, -0.39690)
H (2.47590, -2.16766, -1.35399)

Atom charges from the Mulliken analysis, given in e for atoms 1 to 6: atom 1 (O): -0.582, atom 2 (H): 0.288, atom 3 (H): 0.301, atom 4 (O): -0.608, atom 5 (H): 0.292, atom 6 (H): 0.314

=====

[6]
# H8OSi4

H8OSi4 in the gas phase (ωB97M-V/def2-TZVPD, the OMol25 dataset).

Output
Total charge: 0
Orbital gap (alpha / beta) (eV): 7.8 / 8.2
LUMO energy (alpha / beta) (eV): 0.6 / -1.7
2S+1: 3

Cartesian coordinates (Å):
O (0.22287, -0.91336, 1.00554)
Si (1.47706, 0.00099, 0.51443)
Si (-1.33555, -1.05327, 1.55682)
Si (0.80082, 0.90648, -1.47293)
Si (-1.34088, 1.71831, -1.56916)
H (1.85968, 0.94679, 1.48000)
H (2.69305, -0.94324, 0.23544)
H (-1.55285, -2.32476, 0.79218)
H (-1.37637, -1.17478, 2.94073)
H (1.80216, 1.84639, -2.04956)
H (1.09603, 0.05423, -2.55044)
H (-2.45070, 0.68659, -1.70429)
H (-1.89530, 0.24964, 0.82126)

Atom charges from the Mulliken analysis, given in e for atoms 1 to 6: atom 1 (O): 0.001, atom 2 (Si): 0.220, atom 3 (Si): 0.389, atom 4 (Si): 0.266, atom 5 (Si): 0.013, atom 6 (H): -0.143

=====

[7]
# H9NSi3

H9NSi3 in the gas phase (ωB97M-V/def2-TZVPD, the OMol25 dataset).

Output
Structure (SMILES): N[SiH2][SiH2][SiH3]
Total charge: 0
Orbital gap (eV): 9.9
LUMO energy (eV): 0.7

Cartesian coordinates (Å):
N (1.88420, -1.12928, -0.54004)
Si (1.47072, 0.37738, 0.25915)
Si (-0.56021, 1.24403, -0.40317)
Si (-2.18952, -0.40979, 0.32274)
H (2.18752, -1.98877, -0.08506)
H (2.37125, -0.98005, -1.37633)
H (2.71073, 1.23483, 0.48174)
H (1.00034, -0.35193, 1.51826)
H (-0.47147, 2.54284, 0.21592)
H (-0.62951, 1.63819, -1.78486)
H (-1.99774, -1.56901, -0.39670)
H (-2.23878, -0.84129, 1.76463)
H (-3.53754, 0.23286, 0.02374)

Atom charges from the Mulliken analysis, given in e for atoms 1 to 6: atom 1 (N): -0.497, atom 2 (Si): 0.267, atom 3 (Si): 0.277, atom 4 (Si): 0.349, atom 5 (H): 0.234, atom 6 (H): 0.198

=====

[8]
# H9O4

A molecular structure, H9O4 (ωB97M-V/def2-TZVPD, the OMol25 dataset).

Output
Total charge: +1
Orbital gap (eV): 13.1
LUMO energy (eV): -3.6

Cartesian coordinates (Å):
O (0.08551, 1.35143, -0.15590)
H (0.95375, 0.88725, -0.35880)
H (0.05514, 1.83584, -1.03332)
H (-1.04152, 0.90460, 0.09881)
O (-1.82528, 0.49849, 1.10850)
H (-2.73585, 0.14724, 0.86512)
H (-1.13086, -0.21954, 1.47158)
O (-0.37064, -1.61261, 1.19657)
H (0.33282, -2.03129, 1.63931)
H (-0.61637, -1.98072, 0.38779)
O (1.85763, 0.19051, -1.46432)
H (2.67892, -0.23666, -1.20627)
H (1.75675, 0.26547, -2.54907)

Atom charges from the Mulliken analysis, given in e for atoms 1 to 6: atom 1 (O): -0.559, atom 2 (H): 0.482, atom 3 (H): 0.374, atom 4 (H): 0.484, atom 5 (O): -0.665, atom 6 (H): 0.385

=====

[9]
# H9O4

4 unconnected molecules or ions with the total composition H9O4 (ωB97M-V/def2-TZVPD, the OMol25 dataset).

Output
Total charge: +1
Orbital gap (eV): 12.2
LUMO energy (eV): -3.3

Cartesian coordinates (Å):
O (-0.40190, -2.24150, -1.70928)
H (-0.75624, -3.00825, -1.21762)
H (-0.30715, -2.54877, -2.61370)
O (0.38179, 0.55404, 2.67221)
H (-0.38454, 1.14849, 2.62886)
H (0.42346, 0.32234, 3.59403)
O (0.07856, 2.05619, -0.95520)
H (0.88665, 2.49378, -0.64806)
H (-0.55549, 2.74191, -1.18907)
O (0.00983, -0.35504, -0.08178)
H (0.66191, -0.63862, 0.57448)
H (-0.02281, 0.63365, -0.28978)
H (-0.01406, -1.15821, -0.76509)

Atom charges from the Mulliken analysis, given in e for atoms 1 to 6: atom 1 (O): -0.607, atom 2 (H): 0.337, atom 3 (H): 0.326, atom 4 (O): -0.605, atom 5 (H): 0.325, atom 6 (H): 0.306

=====

[10]
# H9O5

5 unconnected molecules or ions with the total composition H9O5 (ωB97M-V/def2-TZVPD, the OMol25 dataset).

Output
Total charge: -1
Orbital gap (eV): 7.6
LUMO energy (eV): 3.1

Cartesian coordinates (Å):
O (-0.19537, 0.49900, 0.48148)
H (-1.09971, 0.92009, 0.55640)
O (-1.09482, -3.67467, -3.55957)
H (-1.21413, -2.78266, -3.15632)
H (-1.95028, -3.86261, -3.95283)
O (1.77858, 1.67809, -0.98093)
H (1.58279, 1.34517, -1.98775)
H (0.95184, 1.18378, -0.55925)
O (-0.28030, 2.35952, 2.25617)
H (-0.08149, 1.49794, 1.99260)
H (0.39762, 2.98637, 2.28447)
O (0.72415, -0.90447, 2.31592)
H (-0.00018, -0.77982, 2.86360)
H (0.48130, -0.46573, 1.44600)

Atom charges from the Mulliken analysis, given in e for atoms 1 to 6: atom 1 (O): -1.156, atom 2 (H): 0.152, atom 3 (O): -0.653, atom 4 (H): 0.342, atom 5 (H): 0.311, atom 6 (O): -0.708

=====

For the records above, the corresponding relative energy (zero: lowest compared OMol25 entry of this formula, charge and spin) values read 161.4 145.2 88.0 83.6 155.2 0.0 0.0 172.6 67.7 158.4 kJ/mol.
For the records above, the corresponding strongest force on any atom values read 8.379 3.995 3.915 0.289 5.855 4.428 3.002 4.505 2.003 4.841 eV/Å.